Version w
{"formula": "C7H9N2O", "method": "ωB97M-V/def2-TZVPD", "species": ["O", "N", "N", "C", "C", "C", "C", "C", "C", "C", "H", "H", "H", "H", "H", "H", "H", "H", "H"], "positions_angstrom": [[2.0593, -0.8577, -0.5328], [-0.6213, -0.3687, 0.5405], [1.5160, 0.4748, -0.6421], [1.9255, 1.3761, 0.4091], [-1.1161, 0.6907, -1.2531], [0.6318, 1.7796, 0.6028], [0.1067, 0.7033, -0.2889], [1.3021, -1.8075, -0.0443], [0.0562, -1.7634, 0.4112], [-1.8742, -0.2803, -0.2229], [-1.7130, 1.5896, -1.0714], [-0.8896, -0.0291, 1.5260], [2.9260, 1.5904, 0.6182], [0.0702, 2.4867, 1.2375], [-0.8506, 0.5673, -2.2833], [-2.4566, 0.3777, 0.4544], [1.7573, -2.7890, -0.0527], [-2.3500, -1.2146, -0.3757], [-0.4798, -2.5259, 0.9674]], "e_lumo_ev": -3.5, "charge": 1, "gap_ev": 9.9471, "multiplicity": 1, "smiles": "C1=C[N@@H+]2CC[C@@]23C=CN3O1"}

---

Version x
{"formula": "C7H9N2O", "method": "ωB97M-V/def2-TZVPD", "species": ["O", "N", "N", "C", "C", "C", "C", "C", "C", "C", "H", "H", "H", "H", "H", "H", "H", "H", "H"], "positions_angstrom": [[2.4928, 0.5444, -0.2282], [0.3220, 1.0984, -0.1893], [1.2985, -1.3931, 0.3110], [2.3893, -0.7048, 0.1520], [-1.0208, -1.7816, -0.3747], [-1.6838, -0.4092, -0.4769], [-0.9068, 0.8816, -0.9191], [0.1934, -1.8761, 0.0838], [1.4853, 1.2467, -0.8053], [0.1893, 1.0870, 1.2593], [-2.1505, -0.2025, 0.4902], [3.3497, -1.1838, 0.3162], [-2.4900, -0.5247, -1.2077], [-0.2604, 0.1666, 1.6354], [-1.6392, -2.6366, -0.5866], [-1.6110, 1.7049, -0.7663], [-0.6489, 0.8252, -1.9758], [-0.4595, 1.9211, 1.5355], [1.1506, 1.2365, 1.7466]], "e_lumo_ev": -5.3, "charge": 1, "gap_ev": 7.6983, "multiplicity": 1}

---

Which structure is most stable? version x, by 0.274 eV over the runner-up.

---

Version w
{"formula": "C2H9NSi", "method": "ωB97M-V/def2-TZVPD", "species": ["Si", "N", "C", "C", "H", "H", "H", "H", "H", "H", "H", "H", "H"], "positions_angstrom": [[2.2049, -0.1017, 0.1879], [0.5346, -0.5149, 0.1159], [-0.5476, 0.3532, 0.4671], [-1.8853, -0.1672, -0.0470], [-0.6151, 0.5426, 1.5488], [-2.6705, 0.5579, 0.1440], [2.7506, 0.2286, 1.5172], [-1.8268, -0.3517, -1.1178], [-2.1406, -1.1035, 0.4455], [2.3600, 1.0720, -0.6745], [2.8870, -1.2776, -0.3372], [0.4331, -1.7310, 0.8280], [-0.3256, 1.3117, -0.0155]], "e_lumo_ev": 0.8, "charge": 0, "gap_ev": 10.0285, "multiplicity": 1}

---

Version x
{"formula": "C2H9NSi", "method": "ωB97M-V/def2-TZVPD", "species": ["Si", "N", "C", "C", "H", "H", "H", "H", "H", "H", "H", "H", "H"], "positions_angstrom": [[0.5055, -0.3302, 0.5837], [-0.7631, 0.3054, -0.3340], [2.2710, 0.2716, -0.0941], [-2.1035, 0.3212, -0.0874], [-2.6471, 1.3345, -0.2109], [-2.7548, -0.4548, -0.7173], [2.7331, 0.8397, 0.7153], [0.1411, -0.4883, 2.0226], [0.5789, -2.5517, -0.1944], [-2.3694, 0.0091, 1.0042], [2.3044, 0.8781, -0.9569], [-0.6583, 0.4821, -1.3333], [2.7623, -0.6165, -0.3976]], "e_lumo_ev": 0.7, "charge": 0, "gap_ev": 8.6814, "multiplicity": 1}

---

Which structure is most stable? version w, by 1.063 eV over the runner-up.

---

Version w
{"formula": "C14H26O3P2Ti", "method": "ωB97M-V/def2-TZVPD", "species": ["Ti", "P", "P", "O", "O", "O", "C", "C", "C", "C", "C", "C", "C", "C", "C", "C", "C", "C", "C", "C", "H", "H", "H", "H", "H", "H", "H", "H", "H", "H", "H", "H", "H", "H", "H", "H", "H", "H", "H", "H", "H", "H", "H", "H", "H", "H"], "positions_angstrom": [[-0.6147, -0.1623, -0.5577], [-1.3668, 1.7166, -2.2178], [1.2683, -1.5881, -1.2586], [-1.5870, -0.3515, 1.3019], [-2.2262, -2.7717, -1.3310], [0.4405, 0.4573, 1.1052], [-0.0317, -0.8090, 6.0065], [2.7989, -1.0031, -0.4842], [-0.9396, 3.3828, -1.6836], [-0.9048, 0.2026, 5.5797], [-1.0312, 0.5029, 4.2227], [1.1625, -3.3123, -0.7189], [-0.2628, -0.2243, 3.3152], [-1.2083, 1.7241, -4.0091], [0.7756, -1.4738, 5.0753], [-0.4848, -0.0191, 1.8812], [-1.6164, -1.7962, -1.1192], [0.6804, -1.1681, 3.7198], [-3.1128, 1.4098, -1.8450], [1.6759, -1.5858, -3.0237], [-0.1641, 1.9309, -4.2725], [2.5941, 3.6445, -1.0237], [-1.4941, 0.7428, -4.4031], [-1.6871, 1.2926, 3.8557], [2.9307, 3.3610, -0.4156], [-1.2351, 3.5388, -0.6379], [0.8000, -1.8613, -3.6267], [1.4860, -2.2286, 5.4095], [0.1418, 3.5565, -1.7789], [2.4875, -2.2975, -3.2123], [2.0952, -3.8361, -0.9659], [-1.8574, 2.5034, -4.4215], [-1.4807, 4.0971, -2.3255], [-3.3319, 1.5858, -0.7808], [1.9980, -0.5795, -3.3258], [-1.4968, 0.7572, 6.3096], [1.3142, -1.6399, 2.9708], [0.0287, -1.0676, 7.0706], [0.3108, -3.8188, -1.1906], [3.6185, -1.6792, -0.7514], [2.6924, -0.9681, 0.6062], [1.0103, -3.3445, 0.3691], [-0.0870, 0.6759, -2.0265], [-3.4108, 0.3828, -2.1005], [3.0266, 0.0089, -0.8402], [-3.7048, 2.1120, -2.4506]], "e_lumo_ev": [0.6, 0.6], "charge": 0, "gap_ev": [6.2246, 6.1691], "multiplicity": 3, "s2": 2.022}

---

Version x
{"formula": "C14H26O3P2Ti", "method": "ωB97M-V/def2-TZVPD", "species": ["Ti", "P", "P", "O", "O", "O", "C", "C", "C", "C", "C", "C", "C", "C", "C", "C", "C", "C", "C", "C", "H", "H", "H", "H", "H", "H", "H", "H", "H", "H", "H", "H", "H", "H", "H", "H", "H", "H", "H", "H", "H", "H", "H", "H", "H", "H"], "positions_angstrom": [[0.8220, 0.9618, -0.5630], [0.0302, 2.9629, -1.5158], [2.3347, -0.7076, 0.1195], [-0.1199, -0.6545, 0.4799], [-1.3718, 0.3455, 2.1712], [-1.1838, -0.9273, -1.9669], [4.0677, -0.3901, -0.4273], [-0.5476, 4.2795, -0.3543], [2.5466, -0.9808, 1.9355], [1.3057, 3.8556, -2.5052], [-1.0682, -0.7291, 1.4687], [-3.9055, -2.9363, 2.6526], [-3.8596, -3.9777, 1.7276], [-2.8702, -3.9918, 0.7401], [-1.3794, 2.8433, -2.7051], [-1.9299, -2.9569, 0.6689], [-0.4365, -0.2122, -1.4156], [-1.9736, -1.8943, 1.5886], [2.0327, -2.4209, -0.5030], [-2.9735, -1.8977, 2.5842], [-1.0960, 2.1531, -3.5168], [2.0014, 2.0195, 0.1266], [-2.2528, 2.4177, -2.1836], [2.8180, -0.0204, 2.4042], [2.1727, 4.0544, -1.8550], [1.5874, -1.3191, 2.3618], [2.8188, -3.1231, -0.1727], [4.0829, -0.3303, -1.5275], [-1.6440, 3.8281, -3.1296], [-0.8259, 5.2041, -0.8910], [1.9999, -2.3918, -1.6046], [-3.0502, -1.0892, 3.3003], [-1.1990, -2.9757, -0.1248], [-2.8467, -4.7939, 0.0148], [0.9109, 4.8030, -2.9128], [4.3861, 0.5849, -0.0247], [1.0505, -2.7663, -0.1401], [1.6343, 3.2004, -3.3280], [3.3282, -1.7321, 2.1476], [0.3624, 0.7386, 0.7620], [-4.5944, -4.7709, 1.7716], [0.2632, 4.4937, 0.3611], [-4.6768, -2.9183, 3.4131], [-0.0829, 1.4420, 0.4430], [4.7520, -1.1858, -0.0833], [-1.4198, 3.9057, 0.2080]], "e_lumo_ev": [0.2, -0.2], "charge": 0, "gap_ev": [7.0999, 8.2814], "multiplicity": 3, "s2": 2.008}

---

Which structure is most stable? version w, by 3.967 eV over the runner-up.

---

Version w
{"formula": "C19H23NO6S", "method": "ωB97M-V/def2-TZVPD", "species": ["S", "O", "O", "O", "O", "O", "O", "N", "C", "C", "C", "C", "C", "C", "C", "C", "C", "C", "C", "C", "C", "C", "C", "C", "C", "C", "C", "H", "H", "H", "H", "H", "H", "H", "H", "H", "H", "H", "H", "H", "H", "H", "H", "H", "H", "H", "H", "H", "H", "H"], "positions_angstrom": [[-2.2368, 2.3046, -1.6780], [2.9137, -2.8482, -3.4078], [-0.8018, 2.2473, -1.5093], [-3.0695, 1.1248, -1.6122], [-0.6507, -3.5209, 1.1088], [5.7900, -1.9016, 1.2834], [-2.8859, -3.2392, 1.5305], [0.8276, 0.2202, 2.4259], [-2.9115, 3.5404, -0.5740], [-3.7497, 4.1045, -2.8247], [3.4894, -2.7961, -2.2828], [-1.6810, -2.8748, 0.8017], [-0.9429, -0.4039, 0.0454], [5.6329, -3.1507, -0.9018], [-2.6036, 3.1715, -3.1932], [1.2275, -0.2836, 3.7775], [-3.3830, 4.6943, -1.4613], [3.5808, -1.7567, 0.1859], [1.4704, -0.5278, 1.3253], [-1.7761, -1.7570, -0.3288], [0.6068, -0.8546, 0.0607], [2.7420, -2.0448, -1.0841], [5.0868, -2.2328, 0.2857], [-0.0371, 0.0206, 4.7606], [1.2628, -1.6138, -1.1501], [4.9347, -3.4268, -2.1008], [2.9442, -0.9974, 1.3674], [5.3486, -4.0559, -2.9528], [-1.3968, -2.1893, -1.3311], [-0.3270, 1.1333, 4.6635], [-0.9155, -0.5591, 4.2942], [-2.1388, 3.8604, 0.1258], [-1.1564, 0.4552, -0.6718], [1.4214, -1.4173, 3.7839], [1.2310, 1.1776, 2.3546], [-2.8810, -1.4869, -0.5318], [3.5503, -0.7836, 2.3040], [-2.8638, 2.4592, -3.9757], [0.1573, -0.2850, 5.8398], [6.6806, -3.5986, -0.7345], [-3.7426, 3.0890, -0.0294], [-4.2263, 5.2202, -1.0084], [-3.0867, -4.1365, 1.1573], [-2.5721, 5.4195, -1.5845], [2.1394, 0.2842, 4.2015], [-1.7129, 3.7356, -3.4786], [0.5972, -1.8269, -2.0492], [-3.8916, 4.8820, -3.5779], [-4.6829, 3.5378, -2.7430], [-1.3114, -0.1123, 1.0943]], "e_lumo_ev": -1.1, "charge": 0, "gap_ev": 7.4786, "multiplicity": 1, "smiles": "CCNc1cc2c(cc1CCC(=O)O)C(=O)C=CC2=O.O=S1(=O)CCCC1"}

---

Version x
{"formula": "C19H23NO6S", "method": "ωB97M-V/def2-TZVPD", "species": ["S", "O", "O", "O", "O", "O", "O", "N", "C", "C", "C", "C", "C", "C", "C", "C", "C", "C", "C", "C", "C", "C", "C", "C", "C", "C", "C", "H", "H", "H", "H", "H", "H", "H", "H", "H", "H", "H", "H", "H", "H", "H", "H", "H", "H", "H", "H", "H", "H", "H"], "positions_angstrom": [[2.4822, 0.9227, 0.5008], [3.7551, 1.4973, 0.3834], [-2.6087, -0.5481, 1.2554], [2.6875, 4.2135, -1.0044], [1.5196, 1.1052, 1.6723], [-4.2446, -0.7431, -1.0793], [2.6767, 4.3383, 1.2536], [1.8568, 1.4693, -1.0953], [-5.4653, 0.3994, 1.0308], [1.7419, -2.7847, -0.8027], [-1.5774, 1.5579, -2.1800], [3.9966, -1.2927, 0.1275], [3.1361, -4.9293, -0.7755], [-4.8890, -0.8672, 0.2217], [3.0691, -3.5536, -0.4536], [-0.9832, 0.8008, 0.1541], [-0.7367, 1.5821, -1.0763], [-3.1476, 0.0289, -0.7796], [2.1395, 4.0369, -0.0714], [-1.6178, -0.7824, 2.3568], [0.5892, 2.2486, -0.9905], [-2.8329, 0.7095, -1.8024], [1.5437, -1.5504, -0.1468], [-2.2525, 0.3071, 0.2725], [4.1003, -2.9964, -0.0861], [2.7130, -0.7487, 0.0952], [0.7673, 3.4211, 0.2617], [-0.0653, 4.1445, -0.1554], [0.5746, 2.8605, 1.0241], [-1.5684, 0.3952, 2.7492], [0.6951, -0.9020, -0.3778], [0.5721, 2.8438, -2.1271], [-4.8012, 1.0038, 1.4156], [-2.1665, -1.2862, 3.3381], [-3.3548, 0.7121, -2.7517], [4.0119, -5.5660, -0.3045], [3.1380, -5.2320, -1.9280], [-6.0599, -0.0209, 1.7903], [5.0920, -3.3207, 0.0793], [-5.8439, -1.4401, -0.2014], [-1.1629, 2.0101, -2.9753], [-6.0103, 1.1473, 0.1487], [3.3803, 4.7823, 1.2689], [2.5237, 1.6674, -1.8160], [-0.2944, 0.6905, 1.0392], [4.7227, -0.8788, 0.5512], [2.3016, -5.5506, -0.3181], [-0.6183, -0.8805, 2.2618], [0.8482, -3.6065, -0.8386], [-4.3331, -1.4151, 0.8857]], "e_lumo_ev": -0.3, "charge": 0, "gap_ev": 8.2623, "multiplicity": 1, "smiles": "CCOc1ccc([C@@H](CC(=O)O)NS(=O)(=O)c2ccc(C)cc2)cc1OC"}

---

Which structure is most stable? version w, by 8.297 eV over the runner-up.